The following is a quantum chemistry calculation of an isolated ion of composition C15H27N6O3 and charge +1 at a distorted geometry, from OMol25.

Element x y z (Å)
O (0.791, -1.880, -0.474)
O (-0.906, 1.022, -2.675)
O (-2.921, -0.544, 0.093)
N (2.841, 0.503, 0.505)
C (1.624, -1.916, -1.311)
C (-0.007, 0.768, -1.870)
C (-2.734, 0.612, -0.302)
C (3.009, 1.092, 1.709)
C (2.753, 2.695, 0.184)
C (2.666, 1.521, -0.444)
N (3.006, 2.425, 1.508)
N (-3.574, 1.235, -1.087)
N (1.838, -1.011, -2.282)
N (-0.191, 0.781, -0.541)
C (2.529, -3.132, -1.459)
C (-4.759, 0.607, -1.702)
C (-1.332, 0.263, 2.589)
C (-0.259, -0.824, 2.443)
C (2.527, 1.348, -1.941)
C (-1.219, 1.509, 1.661)
C (-0.839, -2.262, 2.355)
C (1.388, 0.384, -2.400)
C (-1.396, 1.315, 0.126)
N (-1.370, -2.525, 0.972)
H (3.319, 0.640, 2.632)
H (2.773, 3.691, -0.258)
H (3.188, 3.136, 2.170)
H (-3.323, 2.132, -1.441)
H (2.569, -1.277, -2.945)
H (0.562, 0.492, 0.060)
H (3.568, -2.818, -1.377)
H (2.374, -3.566, -2.441)
H (2.354, -3.888, -0.695)
H (-4.428, -0.173, -2.352)
H (-5.359, 1.331, -2.279)
H (-5.392, 0.192, -0.853)
H (-1.356, 0.522, 3.638)
H (-2.289, -0.229, 2.487)
H (0.406, -0.779, 3.324)
H (0.366, -0.620, 1.601)
H (3.514, 1.077, -2.303)
H (2.222, 2.316, -2.327)
H (-0.225, 1.911, 1.820)
H (-1.935, 2.214, 2.046)
H (-1.620, -2.383, 3.116)
H (-0.078, -3.040, 2.526)
H (1.290, 0.496, -3.466)
H (-1.413, 2.331, -0.278)
H (-2.065, -1.830, 0.715)
H (-0.648, -2.442, 0.271)
H (-1.834, -3.421, 0.954)

Values from the calculation:
* HOMO-LUMO gap: 9.79 eV
* HOMO energy: -11.71 eV
* net charge: +1
* ΔE to the lowest compared entry with this formula, charge and spin: 0.000 eV

---

The following is a quantum chemistry calculation of a 2-piece molecular cluster, C7H13N overall, from OMol25.

Element x y z (Å)
C (1.267, 1.002, 1.364)
C (1.211, 1.867, 0.364)
C (0.403, 1.692, -0.881)
C (2.089, 1.182, 2.602)
H (0.684, 0.087, 1.296)
H (1.800, 2.778, 0.448)
H (-0.298, 2.516, -1.023)
H (1.042, 1.677, -1.768)
H (-0.163, 0.764, -0.855)
H (2.598, 2.145, 2.598)
H (2.851, 0.405, 2.685)
H (1.465, 1.117, 3.498)
C (-1.336, -1.949, -0.324)
C (-0.491, -2.695, -1.019)
C (-2.953, -1.277, -1.797)
N (-2.685, -1.733, -0.655)
H (-1.033, -1.491, 0.611)
H (-0.794, -3.199, -1.930)
H (0.516, -2.841, -0.652)
H (-3.991, -1.096, -2.062)
H (-2.181, -0.952, -2.500)

Values from the calculation:
* HOMO-LUMO gap: 10.23 eV
* HOMO energy: -9.21 eV
* ΔE to the lowest compared entry with this formula, charge and spin: 2.093 eV

---

The following is a quantum chemistry calculation of the molecule C4H7N3O at a distorted geometry, from OMol25.

Element x y z (Å)
C (0.420, -0.110, -0.322)
C (-1.308, 1.347, 0.043)
C (-1.724, -0.023, -0.207)
C (-1.478, -0.978, 0.766)
H (2.291, 1.012, 0.366)
H (2.075, -1.301, -0.900)
H (-1.216, 1.700, 1.264)
H (-1.865, 2.147, -0.515)
H (-2.738, -0.018, -0.755)
H (-0.945, -0.649, 1.689)
H (-2.133, -1.803, 0.949)
N (1.709, -0.730, -0.128)
N (0.253, 1.154, -0.202)
N (-0.804, -1.039, -0.613)
O (2.621, 0.225, 0.353)

Values from the calculation:
* HOMO-LUMO gap: 10.21 eV
* HOMO energy: -9.16 eV
* ΔE to the lowest compared entry with this formula, charge and spin: 5.819 eV

---

The following is a quantum chemistry calculation of the molecule C6H7BN4O2 at a distorted geometry, from OMol25.

Element x y z (Å)
B (-1.440, -1.522, -1.608)
C (0.320, -0.604, 2.451)
C (1.186, 2.140, -0.893)
C (-0.495, 0.362, 1.956)
C (1.801, 0.840, -0.845)
C (0.203, -1.666, 1.473)
C (-0.107, 1.897, -1.242)
N (-1.246, -0.126, 0.896)
N (1.003, -0.096, -1.236)
N (-0.732, -1.332, 0.646)
N (-0.103, 0.570, -1.609)
O (-1.099, -2.056, -0.404)
O (-1.315, -0.221, -2.015)
H (-1.972, -2.258, -2.393)
H (0.853, -0.667, 3.423)
H (1.622, 3.020, -0.506)
H (-0.854, 1.278, 2.457)
H (2.793, 0.630, -0.541)
H (0.590, -2.707, 1.510)
H (-1.008, 2.518, -1.518)

Values from the calculation:
* HOMO-LUMO gap: 10.00 eV
* HOMO energy: -9.10 eV
* ΔE to the lowest compared entry with this formula, charge and spin: 0.000 eV

---

The following is a quantum chemistry calculation of C6H10O as an isolated structure at a distorted geometry, from OMol25.

Element x y z (Å)
C (-0.904, -1.802, 0.828)
C (-0.248, -0.545, 0.235)
C (1.264, -0.486, 0.148)
C (1.333, 0.917, -0.561)
C (-0.151, 1.235, -0.605)
C (-0.614, 0.908, 0.837)
H (-1.944, -1.748, 0.648)
H (-0.734, -1.706, 1.997)
H (-0.546, -2.636, 0.287)
H (1.581, -1.245, -0.562)
H (1.740, -0.576, 1.096)
H (1.559, 0.685, -1.552)
H (1.944, 1.705, -0.110)
H (-0.613, 2.181, -1.046)
H (-0.016, 1.354, 1.699)
H (-1.674, 0.847, 1.043)
O (-0.671, -0.027, -1.100)

Values from the calculation:
* HOMO-LUMO gap: 10.73 eV
* HOMO energy: -9.68 eV
* ΔE to the lowest compared entry with this formula, charge and spin: 1.530 eV

---

The following is a quantum chemistry calculation of the molecule C4H8OS at a distorted geometry, from OMol25.

Element x y z (Å)
C (2.093, -0.499, -0.781)
C (1.411, 0.088, 0.416)
C (0.188, -0.628, 0.976)
C (-0.762, -0.700, -0.088)
H (2.396, -1.568, -0.634)
H (1.482, -0.457, -1.619)
H (2.930, 0.182, -1.032)
H (2.190, 0.207, 1.055)
H (0.338, 1.428, -0.471)
H (0.552, -1.649, 1.314)
H (-0.395, -0.072, 1.694)
H (-0.587, -1.406, -0.839)
O (1.086, 1.382, 0.125)
S (-2.198, 0.169, -0.226)

Values from the calculation:
* HOMO-LUMO gap: 8.41 eV
* HOMO energy: -9.00 eV
* ΔE to the lowest compared entry with this formula, charge and spin: 1.679 eV

---

The following is a quantum chemistry calculation of C28H14Br2ClIN7O3Ru as an isolated structure at a distorted geometry, from OMol25.

Element x y z (Å)
Ru (-0.036, 0.387, 0.578)
Cl (-5.154, -1.194, -3.955)
C (-4.197, -0.763, -2.594)
C (-4.841, -0.504, -1.392)
C (-4.106, -0.173, -0.275)
I (-4.965, 0.247, 1.586)
C (-2.697, -0.077, -0.318)
O (-2.025, 0.204, 0.740)
C (-2.046, -0.318, -1.566)
N (-0.696, -0.201, -1.568)
C (-0.032, -0.444, -2.704)
C (-0.673, -0.803, -3.874)
C (-2.061, -0.916, -3.900)
C (-2.786, -0.676, -2.720)
H (-5.918, -0.558, -1.338)
H (1.046, -0.341, -2.659)
H (-0.095, -0.990, -4.765)
H (-2.577, -1.180, -4.808)
C (-1.394, -2.541, 1.917)
C (-0.010, -2.703, 1.385)
C (0.618, -3.952, 1.401)
C (1.897, -4.115, 0.913)
C (2.585, -2.989, 0.426)
C (3.913, -2.972, -0.065)
Br (4.880, -4.590, -0.188)
C (4.526, -1.810, -0.489)
C (3.848, -0.606, -0.411)
Br (4.637, 1.013, -0.951)
C (2.531, -0.535, 0.076)
O (1.908, 0.583, 0.198)
C (1.894, -1.757, 0.457)
N (0.613, -1.632, 0.889)
H (-1.556, -3.190, 2.777)
H (-2.122, -2.808, 1.149)
H (-1.567, -1.505, 2.215)
H (0.077, -4.793, 1.808)
H (2.370, -5.084, 0.914)
H (5.534, -1.836, -0.875)
N (-1.052, 7.506, -1.071)
C (-0.881, 6.408, -0.777)
C (-0.669, 5.060, -0.440)
C (-1.339, 4.461, 0.643)
C (-1.116, 3.133, 0.915)
N (-0.278, 2.370, 0.188)
C (0.386, 2.945, -0.831)
C (0.223, 4.262, -1.177)
H (-2.015, 5.042, 1.249)
H (-1.615, 2.647, 1.747)
H (1.087, 2.322, -1.374)
H (0.771, 4.685, -2.004)
O (-0.007, 0.717, 2.679)
N (0.907, 1.364, 3.246)
C (2.106, 0.920, 3.594)
C (2.508, -0.393, 3.322)
N (2.821, -1.466, 3.036)
C (3.024, 1.752, 4.249)
N (3.812, 2.386, 4.795)

Values from the calculation:
* HOMO-LUMO gap (spin up / spin down): 6.83 / 6.22 eV
* HOMO energy (spin up / spin down): -8.06 / -8.04 eV
* ΔE to the lowest compared entry with this formula, charge and spin: 1.058 eV
* multiplicity: 2

---

The following is a quantum chemistry calculation of the molecule C4H6S2 at a distorted geometry, from OMol25.

Element x y z (Å)
C (-1.433, -0.319, 0.668)
C (1.071, -0.233, 0.196)
C (1.978, 0.063, -0.962)
C (0.475, 0.487, -1.038)
H (-1.803, -1.390, 0.831)
H (-2.409, 0.320, 1.181)
H (0.795, -1.262, 0.196)
H (2.718, 0.902, -0.992)
H (2.575, -0.775, -1.279)
H (0.761, 1.560, -1.034)
S (0.109, 0.202, 1.689)
S (-1.058, -0.161, -1.195)

Values from the calculation:
* HOMO-LUMO gap: 9.30 eV
* HOMO energy: -8.60 eV
* ΔE to the lowest compared entry with this formula, charge and spin: 3.654 eV

---

Number 1: calculated total energy -1141.8899 hartree. Number 2: calculated total energy -329.1945 hartree. Number 3: calculated total energy -395.9346 hartree. Number 4: calculated total energy -627.0771 hartree. Number 5: calculated total energy -309.7861 hartree. Number 6: calculated total energy -630.5732 hartree. Number 7: calculated total energy -7685.2144 hartree. Number 8: calculated total energy -952.2351 hartree.